No. 1
Entry from the Open Molecules 2025 dataset: 3 unconnected molecules or ions with the total composition C24H55FN9O7P3 (ωB97M-V with the def2-TZVPD basis set).

## Properties
- SMILES: CC[C@H](F)C1=C(CP(=O)(O)O)C(=O)C=C(CC(N)(N)N)C1=O.CN(C)P(=O)(N(C)C)N(C)C.CN(C)P(=O)(N(C)C)N(C)C
- Frontier orbital gap: 5.4 eV
- E_LUMO: -0.078 hartree
- E_HOMO: -7.5 eV
- Net charge: 0

CARTESIAN COORDINATES (ANGSTROEM)
C  -5.68210  -7.26553  0.67761
C  -4.49046  -7.41639  -0.48596
C  -5.00248  -6.84226  -1.96985
F  -4.83805  -7.84988  -3.06241
C  -4.41779  -5.35336  -2.32792
C  -3.09553  -5.03863  -2.93469
C  -2.02183  -6.22912  -3.27676
P  -0.38364  -5.86033  -2.28846
O  0.77288  -5.30354  -3.23036
O  0.09855  -7.32292  -1.40388
O  -0.68413  -4.65549  -1.03477
C  -2.68890  -3.45246  -3.27721
O  -1.47951  -3.06983  -3.71378
C  -3.81433  -2.22263  -3.14127
C  -5.14117  -2.52209  -2.49997
C  -6.20642  -1.28219  -2.35619
C  -6.34234  -0.66191  -0.84217
N  -4.98436  -0.34898  -0.18547
N  -7.20004  -1.47574  0.10317
N  -7.06146  0.69244  -1.00555
C  -5.41263  -4.06086  -1.97205
O  -6.50352  -4.21520  -1.17068
H  -6.75190  -7.12865  0.22172
H  -5.74432  -8.23759  1.36503
H  -5.47363  -6.37410  1.42329
H  -4.32962  -8.58773  -0.60523
H  -3.47764  -6.93902  -0.13616
H  -6.18262  -6.71492  -1.84184
H  -2.34120  -7.30320  -2.94016
H  -1.78654  -6.16975  -4.44220
H  0.51798  -6.97195  -0.54821
H  -0.31721  -3.79162  -1.39877
H  -3.58232  -1.12699  -3.55487
H  -7.27204  -1.56004  -2.76719
H  -5.79643  -0.39786  -3.04148
H  -4.43002  -1.22728  -0.05286
H  -5.25230  -0.04809  0.79866
H  -7.85769  -2.11783  -0.39207
H  -6.63432  -1.97251  0.83560
H  -8.02420  0.40609  -1.35398
H  -7.25232  1.01285  -0.01428
C  1.38496  1.49638  -2.78561
N  0.77526  0.33742  -2.17858
C  -0.26431  -0.20023  -3.06059
P  0.56788  -0.06188  -0.52405
O  0.99943  -1.52374  -0.79599
N  2.01126  0.24317  0.37261
C  3.25508  0.65072  -0.26969
C  2.34941  -0.81219  1.34388
N  0.07175  1.61875  -0.21141
C  -1.26557  2.00027  -0.64333
C  0.83391  2.72747  0.32670
H  0.79084  2.40791  -2.66627
H  1.51813  1.35628  -3.86799
H  2.38739  1.69384  -2.42713
H  -1.16725  0.41429  -3.03265
H  -0.54645  -1.22047  -2.77169
H  0.07774  -0.26806  -4.09919
H  3.53367  -0.01539  -1.09195
H  4.08987  0.67823  0.44256
H  3.19153  1.67735  -0.62799
H  2.84002  -1.66745  0.86196
H  1.45196  -1.17628  1.85297
H  3.02434  -0.43089  2.11821
H  -1.23934  2.50351  -1.61538
H  -1.75640  2.66675  0.07304
H  -1.90745  1.11869  -0.73580
H  1.49787  3.16217  -0.42412
H  1.41728  2.44728  1.20889
H  0.18243  3.53799  0.67654
C  6.14493  5.95564  1.47242
N  4.80431  5.43500  1.59521
C  3.86807  6.28530  0.85482
P  4.08218  4.53234  2.86156
O  3.41278  3.58286  1.83802
N  5.13406  3.27575  3.40465
C  6.39787  2.97776  2.74154
C  4.45754  1.98951  3.64842
N  4.85174  5.62390  4.03828
C  4.26747  6.94970  4.18452
C  6.05555  5.44269  4.82423
H  6.34581  6.79222  2.14909
H  6.33607  6.32992  0.45641
H  6.91336  5.20702  1.61893
H  3.66425  7.21476  1.39173
H  2.90915  5.77760  0.69147
H  4.24661  6.53592  -0.14227
H  6.27638  2.83837  1.66300
H  6.86738  2.07348  3.14989
H  7.13385  3.75700  2.93524
H  4.28977  1.43437  2.71671
H  3.48860  2.14371  4.13271
H  5.05126  1.35430  4.31513
H  4.81248  7.69046  3.59035
H  4.26107  7.28547  5.22640
H  3.22456  6.95059  3.85271
H  6.95543  5.60517  4.22642
H  6.10538  4.45626  5.29493
H  6.10444  6.14810  5.66313


No. 2
Entry from the Open Molecules 2025 dataset: a molecular structure, C3H4CsLiO3 (ωB97M-V with the def2-TZVPD basis set).

## Properties
- 2S+1: 2
- Frontier orbital gap (spin up / spin down): 6.5 / 9.1 eV
- E_LUMO (spin up / spin down): -0.125 / -0.128 hartree
- E_HOMO (spin up / spin down): -9.9 / -12.6 eV
- Net charge: +1

CARTESIAN COORDINATES (ANGSTROEM)
O  1.68249  0.28692  -1.50196
C  2.80704  0.39285  -2.05505
C  3.23660  1.60277  -2.79136
H  3.58477  -0.30799  -1.70391
H  2.48833  2.40565  -2.77852
H  3.49457  1.32122  -3.82459
H  4.15216  2.00092  -2.32910
O  1.88167  -1.30489  1.71869
C  1.20011  -0.70619  0.89487
O  -0.06018  -0.64678  0.86531
Cs  -2.21909  0.86340  -1.59226
Li  0.05558  -1.96424  2.42044


Calculated molar mass (g mol⁻¹), listed in the same order as above: 693.680; 227.908